ORCA calculation (the ωB97M-V functional and the def2-TZVPD basis) on the ion C3H8N3 with charge +1 at a distorted geometry.

Element x y z (Å)
1 N 2.15734 -0.03766 -0.95000
2 C 0.74469 -0.40549 -0.91943
3 N -0.00958 0.55570 0.13804
4 C -1.39323 0.23433 0.48155
5 C -1.85504 -0.51435 1.71733
6 N -2.01986 0.70775 1.74028
7 H 2.47430 0.32778 -1.78336
8 H 2.67967 -0.19067 -0.16116
9 H 0.31883 -0.22496 -1.95204
10 H 0.56677 -1.36334 -0.45431
11 H -0.06108 1.43682 -0.37690
12 H 0.68061 0.79466 0.94914
13 H -1.97038 0.15486 -0.51387
14 H -2.31306 -1.47542 2.08474

Forces on atoms 1 to 6 (eV/Å):
-5.1 -0.8 -0.2
2.0 1.2 0.2
2.0 1.3 0.4
-1.6 -2.4 -0.2
-0.1 -1.6 -2.3
-0.2 1.8 0.3

Its multiplicity is 1. The net charge is +1. Its orbital gap is 10.9 eV. As for the HOMO energy: -14.4 eV. Its energy above the lowest of the compared OMol25 structures with the same formula, charge and spin is 94.0 kcal/mol.

Atom charges from the Löwdin analysis, given in e for atoms 1 to 2: N 0.07; C -0.12

---

ORCA calculation (the ωB97M-V functional and the def2-TZVPD basis) on the ion C3H8N3 with charge +1 at a distorted geometry.

Element x y z (Å)
1 C -1.31281 -0.32957 1.45846
2 N -0.17935 -0.54430 0.60226
3 C 0.03519 0.28331 -0.44268
4 N 1.69471 0.74098 -0.76588
5 C 1.46075 0.21574 -1.92713
6 N 0.22898 -0.30084 -1.76285
7 H -1.08695 -0.53871 2.45794
8 H -1.68143 0.65693 1.42579
9 H -2.04943 -0.89891 1.04192
10 H 0.09438 -1.45258 0.67506
11 H -0.51239 1.20975 -0.49141
12 H 1.94518 1.69115 -0.53382
13 H 2.02518 0.04975 -2.82945
14 H -0.40334 -0.46055 -2.55782

Forces on atoms 1 to 6 (eV/Å):
0.8 1.1 -0.1
-0.9 4.0 -0.4
1.6 -0.8 0.3
-1.9 0.3 1.4
-1.4 -0.9 -0.6
1.2 -0.1 -1.8

Its multiplicity is 1. The net charge is +1. Its orbital gap is 10.2 eV. As for the HOMO energy: -14.3 eV. Its energy above the lowest of the compared OMol25 structures with the same formula, charge and spin is 69.5 kcal/mol.

Atom charges from the Löwdin analysis, given in e for atoms 1 to 2: C -0.04; N 0.02

---

ORCA calculation (the ωB97M-V functional and the def2-TZVPD basis) on the ion C3H8N3O with charge +1 at a distorted geometry.

Element x y z (Å)
1 C -0.24841 1.44237 -0.98746
2 N -1.00005 0.58551 -0.03019
3 O -1.65933 -0.43275 -0.82818
4 C -0.89875 -1.39343 -1.03935
5 N 0.10561 -1.76569 -0.36914
6 C 0.91107 -1.16917 0.50284
7 N 1.18350 -1.75704 1.59312
8 H -0.92934 1.77693 -1.72841
9 H 0.25529 2.09488 -0.36048
10 H 0.34690 0.66689 -1.44750
11 H -1.73950 1.11552 0.33108
12 H -1.38247 -2.04012 -1.67438
13 H 1.49114 -0.30846 0.23611
14 H 0.63964 -2.59807 1.86574
15 H 1.90732 -1.59146 2.21398

Forces on atoms 1 to 6 (eV/Å):
-1.4 -3.5 0.0
1.0 -0.6 -0.3
-1.8 4.4 0.8
1.1 -2.2 1.2
1.4 -0.2 0.3
-0.6 0.2 -2.1

Its multiplicity is 1. The net charge is +1. Its orbital gap is 10.9 eV. As for the HOMO energy: -14.9 eV. Its energy above the lowest of the compared OMol25 structures with the same formula, charge and spin is 75.2 kcal/mol.

Atom charges from the Löwdin analysis, given in e for atoms 1 to 2: C -0.01; N -0.01

---

ORCA calculation (the ωB97M-V functional and the def2-TZVPD basis) on the ion C3H8N3O with charge +1 at a distorted geometry.

Element x y z (Å)
1 C 2.05635 0.47066 -0.26368
2 O 0.99254 1.36794 0.28553
3 N -0.14533 0.69772 0.70302
4 C -1.35666 1.34146 0.36038
5 N -0.94168 0.24887 -0.47600
6 C -1.26281 -1.03944 -0.48812
7 N -0.43048 -1.76891 0.23318
8 H 1.44003 -0.28093 -0.72216
9 H 2.68033 0.02323 0.53163
10 H 2.66277 0.80751 -1.04572
11 H -1.27019 2.34332 -0.20362
12 H -2.23605 1.15931 1.04190
13 H -1.95399 -1.43143 -1.19200
14 H -0.45379 -2.71351 0.43562
15 H 0.21896 -1.22579 0.80003

Forces on atoms 1 to 6 (eV/Å):
-2.4 -1.6 2.2
1.1 1.2 -0.9
1.3 -1.3 0.1
-1.4 2.4 -1.0
-0.2 0.8 -0.5
2.8 -0.7 1.7

Its multiplicity is 1. The net charge is +1. Its orbital gap is 9.6 eV. As for the HOMO energy: -14.5 eV. Its energy above the lowest of the compared OMol25 structures with the same formula, charge and spin is 126.5 kcal/mol.

Atom charges from the Löwdin analysis, given in e for atoms 1 to 2: C 0.02; O -0.12

---

ORCA calculation (the ωB97M-V functional and the def2-TZVPD basis) on the ion C3H8N3O with charge +1 at a distorted geometry.

Element x y z (Å)
1 N -1.35831 0.20808 -0.68317
2 C -1.12440 -0.72064 0.39543
3 C 0.26996 -0.52021 0.90160
4 N 1.17775 -1.28429 0.02771
5 N 1.95385 -0.50039 -0.51274
6 C 1.67769 0.87278 -0.23448
7 O 0.56688 0.80548 0.68532
8 H -2.28323 0.56069 -0.81604
9 H -1.18048 -0.08932 -1.64126
10 H -0.68954 1.05922 -0.33965
11 H -1.94972 -0.45506 1.08452
12 H -1.42259 -1.74008 -0.01250
13 H 0.38894 -0.82436 1.97631
14 H 2.61502 1.20695 0.25590
15 H 1.35818 1.42115 -1.08696

Forces on atoms 1 to 6 (eV/Å):
1.4 3.0 -1.4
-3.6 -2.4 0.1
-0.1 -1.0 0.8
0.8 0.3 0.4
-0.1 -1.2 -1.6
0.9 -0.7 2.2

Its multiplicity is 1. The net charge is +1. Its orbital gap is 10.6 eV. As for the HOMO energy: -14.4 eV. Its energy above the lowest of the compared OMol25 structures with the same formula, charge and spin is 69.8 kcal/mol.

Atom charges from the Löwdin analysis, given in e for atoms 1 to 2: N 0.16; C -0.11

---

ORCA calculation (the ωB97M-V functional and the def2-TZVPD basis) on the ion C3H8N3O with charge +1 at a distorted geometry.

Element x y z (Å)
1 N -1.06424 1.49366 -0.51087
2 C -0.79816 0.29567 -0.01080
3 N -1.57157 -0.17307 0.92119
4 C 0.59340 -0.51999 -0.42454
5 N 0.58827 -1.67792 0.49553
6 C 1.72880 0.54538 -0.55890
7 O 1.73639 1.47059 -1.28204
8 H -0.68239 1.84546 -1.42396
9 H -1.93752 1.98121 -0.44443
10 H -2.28888 0.24919 1.44110
11 H -1.32463 -1.04880 1.24873
12 H 0.37969 -0.96949 -1.36796
13 H 1.20316 -2.36035 0.18748
14 H 0.98649 -1.43959 1.49294
15 H 2.45119 0.30806 0.23655

Forces on atoms 1 to 6 (eV/Å):
0.8 0.7 -2.7
1.1 1.0 -0.9
0.9 -0.2 -0.6
-3.4 0.5 1.2
0.7 3.3 3.0
-0.3 -2.0 2.3

Its multiplicity is 1. The net charge is +1. Its orbital gap is 10.4 eV. As for the HOMO energy: -14.3 eV. Its energy above the lowest of the compared OMol25 structures with the same formula, charge and spin is 27.9 kcal/mol.

Atom charges from the Löwdin analysis, given in e for atoms 1 to 2: N 0.20; C -0.23

---

ORCA calculation (the ωB97M-V functional and the def2-TZVPD basis) on a structure of composition C3H8N3O3P at a distorted geometry.

Element x y z (Å)
1 C -1.07893 -0.20675 1.59143
2 C -2.35777 0.30688 1.05392
3 C -0.29260 -0.99882 0.57816
4 N 2.78665 0.07785 -0.35484
5 N 0.93358 -0.37516 -2.42600
6 N 1.73677 0.86666 -0.21240
7 O -0.54682 -0.00100 2.66192
8 O 3.82765 0.44982 0.13529
9 O -0.57903 1.55230 -1.37842
10 P 0.28391 0.42014 -1.12869
11 H -2.85740 0.92761 1.82711
12 H -2.11905 0.91042 0.17534
13 H -3.17403 -0.38902 0.82294
14 H 0.62948 -1.43011 1.13821
15 H -0.76310 -1.80869 0.11795
16 H 1.45445 -1.16708 -2.05894
17 H 0.35138 -0.53665 -3.21603
18 H 1.76486 1.40157 0.67305

Forces on atoms 1 to 6 (eV/Å):
1.1 -1.1 -0.9
-1.7 1.4 1.4
2.7 1.4 -0.4
1.2 -0.6 -1.3
0.3 0.2 1.8
-0.5 0.4 0.2

Its multiplicity is 1. Its orbital gap is 9.8 eV. As for the HOMO energy: -9.7 eV. Its energy above the lowest of the compared OMol25 structures with the same formula, charge and spin is 69.5 kcal/mol.

Atom charges from the Löwdin analysis, given in e for atoms 1 to 2: C -0.55; C -0.04

---

ORCA calculation (the ωB97M-V functional and the def2-TZVPD basis) on the ion C3H8N3S with charge +1 at a distorted geometry.

Element x y z (Å)
1 C 1.78310 -1.25117 -0.17977
2 N 1.01161 -0.29691 0.60992
3 N -0.32571 -0.59424 0.70450
4 C -1.06083 0.33719 0.23299
5 N -2.41078 0.26091 0.22494
6 C -0.40691 1.65924 -0.11239
7 S 1.35581 1.50487 0.13761
8 H 1.69692 -1.15347 -1.32332
9 H 2.85633 -1.41203 0.05025
10 H 1.46200 -2.31200 -0.13325
11 H 1.23857 -0.46785 1.60839
12 H -2.72338 0.91098 -0.47118
13 H -2.88555 -0.62439 0.34895
14 H -0.75133 2.00759 -1.03229
15 H -0.74813 2.51670 0.45321

Forces on atoms 1 to 6 (eV/Å):
1.1 -2.8 -3.4
1.9 0.2 1.8
-1.6 -0.5 -1.2
-0.4 0.2 1.3
1.1 0.7 -0.6
-0.2 0.4 0.9

Its multiplicity is 1. The net charge is +1. Its orbital gap is 9.8 eV. As for the HOMO energy: -14.3 eV. Its energy above the lowest of the compared OMol25 structures with the same formula, charge and spin is 42.8 kcal/mol.

Atom charges from the Löwdin analysis, given in e for atoms 1 to 2: C -0.08; N -0.39

---

ORCA calculation (the ωB97M-V functional and the def2-TZVPD basis) on a cluster of 2 separate species, C3H8N3S in total at a distorted geometry.

Element x y z (Å)
1 C 0.55110 -1.07105 0.86403
2 C -0.70558 0.69599 0.34919
3 C 1.54007 0.85853 -0.39594
4 N 0.59684 0.13783 0.36023
5 N -0.50922 -1.31057 1.63487
6 N -1.73846 -0.04860 -1.45595
7 S -1.71986 -0.06126 1.49678
8 H 1.34903 -1.82405 0.92453
9 H -0.66958 1.77247 0.05549
10 H 1.52847 1.90774 -0.07634
11 H 2.49427 0.42570 -0.42523
12 H 1.12242 0.87095 -1.41361
13 H -0.93283 -2.11560 2.06552
14 H -1.72688 0.57383 -2.29410
15 H -1.17980 -0.81192 -1.68947

Forces on atoms 1 to 6 (eV/Å):
0.7 -1.5 2.3
-0.8 0.7 -3.8
-0.5 1.3 -1.9
-2.3 -0.9 1.0
-1.2 1.5 -1.1
-0.3 3.0 2.1

Its multiplicity is 1. The net charge is +1. Its orbital gap (alpha / beta) is 7.9 / 7.9 eV. As for the HOMO energy (alpha / beta): -12.5 / -12.5 eV. Its energy above the lowest of the compared OMol25 structures with the same formula, charge and spin is 84.3 kcal/mol.

Atom charges from the Löwdin analysis, given in e for atoms 1 to 2: C -0.10; C -0.41

---

ORCA calculation (the ωB97M-V functional and the def2-TZVPD basis) on the ion C3H8N3S with charge +1 at a distorted geometry.

Element x y z (Å)
1 C -0.58200 0.72677 -0.93853
2 C 1.39296 0.85991 0.28743
3 C -0.06826 -1.15126 0.46710
4 N 1.10178 2.26578 0.08596
5 N 0.11599 0.19807 0.00126
6 N -1.50074 0.19717 -1.70493
7 S 0.53626 2.39232 -1.48328
8 H 2.07150 0.53132 -0.49470
9 H 1.64175 0.50008 1.24101
10 H -0.19297 -1.98362 -0.34706
11 H 0.85097 -1.25865 1.23707
12 H -1.01788 -1.15442 1.07603
13 H 1.14778 2.85155 0.93170
14 H -1.78372 -0.76511 -1.84779
15 H -1.89455 0.78429 -2.45154

Forces on atoms 1 to 6 (eV/Å):
-0.4 0.0 -0.3
-1.7 0.2 -1.0
0.6 -1.6 1.9
0.4 -1.5 0.1
-0.2 -1.7 -0.2
-0.7 0.5 -1.0

As for the expectation value of S²: 2.011. Its multiplicity is 3. The net charge is +1. Its orbital gap (alpha / beta) is 7.4 / 7.8 eV. As for the HOMO energy (alpha / beta): -10.6 / -14.6 eV. Its energy above the lowest of the compared OMol25 structures with the same formula, charge and spin is 17.5 kcal/mol.

Atom charges from the Löwdin analysis, given in e for atoms 1 to 2: C -0.44; C -0.21

---

ORCA calculation (the ωB97M-V functional and the def2-TZVPD basis) on a cluster of 2 separate species, C3H8N4 in total at a distorted geometry.

Element x y z (Å)
1 C 2.32667 -0.33698 0.29496
2 C -0.09876 -1.18123 -0.48717
3 C -0.57559 1.71599 -0.48924
4 H 3.15202 0.03304 -0.44705
5 H 2.59254 -1.50906 0.39649
6 H 2.62169 0.32946 1.24906
7 H 0.16680 -1.83617 -1.23866
8 H -2.76826 -0.33444 0.99001
9 H -0.97993 -0.45726 1.66795
10 H -0.85891 1.04676 -1.81601
11 H -0.78187 2.63168 -0.01464
12 N 0.77440 -0.10091 -0.19362
13 N -1.37746 -1.09960 -0.27680
14 N -1.57467 -0.18355 0.73117
15 N 0.31230 1.22824 0.21092

Forces on atoms 1 to 6 (eV/Å):
0.4 -0.2 -0.1
-1.2 3.2 -0.2
-0.1 -2.0 -4.3
-2.1 -0.5 0.7
-1.1 2.8 0.2
-1.4 -1.9 -1.8

Its multiplicity is 1. Its orbital gap is 8.8 eV. As for the HOMO energy: -8.0 eV. Its energy above the lowest of the compared OMol25 structures with the same formula, charge and spin is 191.1 kcal/mol.

Atom charges from the Löwdin analysis, given in e for atoms 1 to 2: C -0.06; C -0.26

---

ORCA calculation (the ωB97M-V functional and the def2-TZVPD basis) on a structure of composition C3H8N4 at a distorted geometry.

Element x y z (Å)
1 C 0.86018 -0.74969 -1.30299
2 N 0.01587 -0.16855 -0.25382
3 C 0.41523 -0.02977 0.97582
4 N 0.52494 -1.77196 1.35111
5 C -1.54109 1.75144 -0.69927
6 N -0.29997 1.51348 -0.75050
7 N 0.56811 0.74874 1.93125
8 H 0.34409 -1.71298 2.35428
9 H -0.25490 -2.30030 0.96342
10 H 0.41122 1.72316 1.67789
11 H 0.29255 -0.77451 -2.23453
12 H 1.13975 -1.77265 -1.04610
13 H 1.75694 -0.14183 -1.43805
14 H -2.29147 1.00767 -0.38408
15 H -1.94146 2.67774 -1.14444

Forces on atoms 1 to 6 (eV/Å):
0.0 0.2 0.0
-2.1 4.5 -3.8
0.5 -5.8 3.3
0.7 3.1 0.6
0.0 -1.0 -0.5
0.2 -2.2 0.2

Its multiplicity is 1. Its orbital gap is 9.9 eV. As for the HOMO energy: -9.0 eV. Its energy above the lowest of the compared OMol25 structures with the same formula, charge and spin is 107.0 kcal/mol.

Atom charges from the Löwdin analysis, given in e for atoms 1 to 2: C -0.08; N -0.09

---

Question: Which of these has the highest multiplicity?
Answer: number 10

---

Question: The highest multiplicity belongs to which entry?
Answer: number 10